# C18H47ClO4Si

A cluster of 5 separate species, C18H47ClO4Si in total at a distorted geometry (ωB97M-V/def2-TZVPD, the OMol25 dataset).

Each line ends with the Löwdin charge.
Geometry (Å):
C (1.49, -3.79, -0.54)  -0.13
C (0.36, -4.55, -1.52)  -0.26
C (-0.87, -5.17, -0.63)  -0.23
C (-2.02, -4.10, -0.18)  -0.21
C (-2.13, -2.76, -1.11)  -0.27
C (-1.23, -1.49, -0.58)  -0.39
Si (-2.17, 0.19, -0.45)  0.33
Cl (-3.45, 0.47, -2.19)  0.11
H (1.48, -4.39, 0.46)  0.08
H (1.30, -2.64, -0.44)  0.04
H (2.52, -3.95, -1.10)  0.08
H (0.95, -5.49, -1.97)  0.11
H (0.04, -3.90, -2.44)  0.10
H (-1.31, -6.14, -1.17)  0.11
H (-0.38, -5.58, 0.38)  0.10
H (-1.94, -3.86, 0.99)  0.12
H (-3.07, -4.67, -0.29)  0.09
H (-1.94, -3.00, -2.25)  0.12
H (-3.27, -2.40, -1.06)  0.09
H (-0.36, -1.34, -1.38)  0.07
H (-0.68, -1.74, 0.44)  0.10
H (-2.99, 0.23, 0.79)  -0.06
H (-1.26, 1.35, -0.47)  -0.07
C (2.36, 2.14, -2.02)  -0.05
C (1.80, 1.84, -0.64)  -0.49
C (2.89, 1.92, 0.42)  -0.06
O (1.23, 0.53, -0.64)  -0.11
H (3.13, 1.41, -2.30)  0.08
H (1.57, 2.07, -2.78)  0.09
H (2.79, 3.14, -2.06)  0.07
H (1.00, 2.54, -0.40)  0.12
H (3.68, 1.18, 0.23)  0.09
H (2.48, 1.68, 1.41)  0.08
H (3.34, 2.91, 0.45)  0.07
H (1.94, -0.11, -0.85)  0.09
C (-7.09, -5.46, -2.02)  -0.07
C (-5.89, -5.49, -1.08)  -0.52
C (-5.83, -6.80, -0.31)  -0.07
O (-5.98, -4.41, -0.17)  -0.07
H (-8.03, -5.55, -1.46)  0.08
H (-7.13, -4.51, -2.56)  0.08
H (-7.04, -6.28, -2.75)  0.08
H (-4.97, -5.36, -1.66)  0.13
H (-6.72, -6.93, 0.31)  0.08
H (-4.97, -6.80, 0.37)  0.08
H (-5.74, -7.66, -0.99)  0.08
H (-6.80, -4.52, 0.35)  0.09
C (1.82, 7.28, -1.81)  -0.06
C (1.43, 5.91, -1.27)  -0.51
C (-0.08, 5.71, -1.29)  -0.06
O (1.91, 5.77, 0.07)  -0.07
H (1.39, 8.07, -1.19)  0.08
H (2.91, 7.40, -1.78)  0.08
H (1.48, 7.41, -2.84)  0.08
H (1.91, 5.13, -1.87)  0.12
H (-0.58, 6.46, -0.65)  0.08
H (-0.34, 4.73, -0.89)  0.07
H (-0.48, 5.80, -2.30)  0.08
H (1.49, 6.46, 0.61)  0.09
C (5.24, 3.53, 5.60)  -0.07
C (5.08, 3.63, 4.09)  -0.50
C (3.61, 3.67, 3.69)  -0.06
O (5.70, 2.50, 3.48)  -0.06
H (4.78, 2.62, 5.99)  0.08
H (6.30, 3.49, 5.87)  0.08
H (4.79, 4.40, 6.10)  0.08
H (5.59, 4.52, 3.72)  0.14
H (3.09, 2.77, 4.01)  0.08
H (3.51, 3.73, 2.60)  0.06
H (3.11, 4.54, 4.13)  0.08
H (5.25, 1.70, 3.80)  0.09

Computed properties:
Orbital gap   10.885 eV
SMILES   CCCCCC[SiH2]Cl.CC(C)O.CC(C)O.CC(C)O.CC(C)O

***

# C18H47CuN2O15

A structure of composition C18H47CuN2O15 at a distorted geometry (ωB97M-V/def2-TZVPD, the OMol25 dataset).

Each line ends with the Mulliken spin population.
Geometry (Å):
Cu (25.98, -24.51, 8.17)  0.55
N (29.05, -25.18, 7.14)  0.00
O (29.52, -24.28, 7.76)  0.03
O (27.91, -25.50, 7.41)  0.17
O (29.67, -25.61, 6.16)  0.04
C (36.30, -19.42, 5.25)  0.00
C (35.35, -20.34, 4.49)  0.00
O (34.28, -20.68, 5.33)  0.00
C (33.34, -21.46, 4.89)  0.00
O (33.30, -22.11, 3.82)  0.00
O (32.51, -21.62, 5.93)  0.00
C (31.43, -22.59, 5.90)  0.00
H (37.18, -19.32, 4.61)  0.00
H (36.63, -19.80, 6.22)  0.00
H (35.80, -18.48, 5.48)  0.00
H (35.87, -21.21, 4.10)  0.00
H (35.06, -19.81, 3.58)  0.00
H (30.81, -22.53, 6.79)  0.00
H (31.89, -23.56, 5.73)  0.00
H (30.76, -22.47, 5.05)  0.00
C (27.97, -17.83, 5.30)  0.00
C (29.39, -18.25, 5.55)  0.00
O (29.69, -18.56, 6.91)  0.00
C (29.42, -19.80, 7.38)  0.00
O (28.84, -20.70, 6.79)  0.00
O (30.04, -19.89, 8.52)  0.00
C (29.86, -20.99, 9.33)  0.00
H (27.69, -17.71, 4.25)  0.00
H (27.81, -16.91, 5.86)  0.00
H (27.28, -18.61, 5.63)  0.00
H (29.99, -17.39, 5.26)  0.00
H (29.53, -19.21, 5.04)  0.00
H (29.10, -20.70, 10.07)  0.00
H (30.75, -21.26, 9.90)  0.00
H (29.45, -21.86, 8.83)  0.00
C (25.96, -25.47, 4.84)  0.00
O (25.80, -24.45, 5.83)  0.00
C (26.10, -23.17, 5.22)  -0.01
C (25.92, -22.15, 6.33)  0.01
N (26.65, -22.42, 7.62)  0.16
C (26.23, -21.39, 8.62)  0.00
C (24.88, -21.69, 9.33)  0.00
O (25.06, -22.99, 9.98)  0.02
C (24.11, -23.18, 10.98)  0.00
H (25.60, -26.37, 5.34)  0.00
H (27.02, -25.64, 4.62)  0.00
H (25.37, -25.34, 3.93)  0.00
H (25.42, -22.97, 4.39)  0.00
H (27.14, -23.22, 4.89)  0.00
H (24.85, -22.06, 6.48)  0.00
H (26.36, -21.26, 5.89)  0.01
H (27.58, -22.08, 7.43)  -0.02
H (26.24, -20.40, 8.16)  0.02
H (27.00, -21.43, 9.39)  0.01
H (24.08, -21.72, 8.59)  0.00
H (24.64, -20.90, 10.04)  0.00
H (24.18, -24.19, 11.37)  0.00
H (23.09, -23.03, 10.62)  0.00
H (24.24, -22.53, 11.85)  0.00
C (28.92, -28.57, 9.40)  0.00
O (27.59, -28.54, 9.90)  0.00
H (28.99, -29.34, 8.63)  0.00
H (29.29, -27.66, 8.93)  0.00
H (29.70, -28.80, 10.13)  0.00
H (26.96, -28.18, 9.27)  0.00
C (32.00, -25.46, 3.45)  0.00
O (30.96, -26.34, 3.88)  0.00
H (32.47, -25.75, 2.51)  0.00
H (31.78, -24.40, 3.41)  0.00
H (32.78, -25.59, 4.21)  0.00
H (30.45, -26.02, 4.62)  0.00
C (27.97, -24.58, 10.66)  0.00
O (26.64, -25.02, 10.20)  0.02
H (28.31, -23.76, 10.04)  0.00
H (27.87, -24.21, 11.68)  0.00
H (28.60, -25.48, 10.63)  0.00
H (26.33, -25.62, 10.88)  0.00
C (32.74, -24.68, 9.02)  0.00
O (32.13, -23.40, 8.97)  0.00
H (33.56, -24.60, 9.73)  0.00
H (32.08, -25.47, 9.37)  0.00
H (33.07, -25.00, 8.04)  0.00
H (31.22, -23.62, 8.74)  0.00

Computed properties:
Orbital gap (alpha / beta)   6.920 / 3.513 eV
Total charge   +1
Spin multiplicity   2

***

# C18H47N7O7

A cluster of 7 separate species, C18H47N7O7 in total at a distorted geometry (ωB97M-V/def2-TZVPD, the OMol25 dataset).

Each line ends with the Löwdin charge.
Geometry (Å):
O (-2.03, 3.48, 1.52)  0.03
C (-2.03, 2.89, 2.57)  -0.62
N (-0.91, 2.14, 2.82)  0.17
C (-3.20, 2.87, 3.45)  -0.01
H (-0.08, 2.38, 2.30)  0.06
H (-0.71, 1.86, 3.76)  0.10
H (-3.10, 2.30, 4.40)  0.09
H (-4.03, 2.39, 2.88)  0.10
H (-3.49, 3.93, 3.58)  0.10
O (1.70, 2.43, 1.02)  0.03
C (2.82, 2.83, 0.82)  -0.61
N (3.67, 2.24, -0.04)  0.18
C (3.38, 4.11, 1.43)  0.00
H (4.46, 2.71, -0.46)  0.12
H (3.37, 1.40, -0.53)  0.07
H (2.79, 4.57, 2.17)  0.06
H (3.32, 4.86, 0.63)  0.09
H (4.41, 3.90, 1.77)  0.09
O (-0.60, -1.06, -1.84)  0.00
C (-1.23, -0.55, -0.91)  -0.54
N (-0.65, 0.27, 0.04)  0.19
C (-2.71, -0.77, -0.84)  0.00
H (0.33, 0.51, -0.15)  0.08
H (-1.09, 0.77, 0.80)  0.07
H (-3.24, -0.53, -1.76)  0.08
H (-3.19, -0.40, 0.02)  0.05
H (-2.83, -1.86, -0.85)  0.09
O (-0.47, 2.00, -3.01)  0.01
C (-0.84, 2.71, -2.07)  -0.57
N (-2.09, 2.77, -1.59)  0.20
C (0.10, 3.68, -1.40)  0.00
H (-2.85, 2.26, -1.91)  0.09
H (-2.18, 3.24, -0.72)  0.06
H (-0.10, 4.01, -0.36)  0.08
H (-0.03, 4.59, -1.97)  0.09
H (1.06, 3.26, -1.43)  0.04
O (-3.43, -0.76, -5.22)  -0.02
C (-2.26, -0.33, -5.13)  -0.55
N (-1.33, -0.94, -4.33)  0.14
C (-1.69, 0.87, -5.90)  0.00
H (-1.61, -1.79, -3.78)  0.12
H (-0.45, -0.48, -4.22)  0.07
H (-1.05, 0.54, -6.72)  0.09
H (-1.08, 1.34, -5.17)  0.03
H (-2.49, 1.48, -6.15)  0.05
C (3.39, -1.20, 0.45)  -0.05
C (2.57, -1.86, -0.65)  -0.44
C (2.77, -1.22, -1.95)  -0.27
O (2.56, 0.12, -1.81)  -0.23
C (2.84, 0.91, -3.00)  -0.05
N (2.79, -3.30, -0.57)  0.06
H (4.44, -1.13, 0.12)  0.09
H (3.43, -1.91, 1.28)  0.07
H (3.01, -0.28, 0.85)  0.06
H (1.55, -1.54, -0.35)  0.12
H (2.07, -1.51, -2.75)  0.13
H (3.76, -1.44, -2.30)  0.12
H (2.16, 0.61, -3.78)  0.07
H (3.82, 0.65, -3.47)  0.10
H (2.73, 1.95, -2.75)  0.07
H (3.79, -3.47, -0.46)  0.08
H (2.43, -3.81, -1.35)  0.06
C (-3.28, -3.96, 2.50)  -0.08
C (-2.18, -3.93, 3.55)  -0.44
C (-0.89, -3.56, 2.93)  -0.23
O (0.27, -3.51, 3.75)  -0.19
C (1.39, -3.04, 3.15)  -0.16
N (-2.65, -2.95, 4.59)  0.04
H (-3.50, -2.96, 2.19)  0.06
H (-4.21, -4.38, 2.90)  0.08
H (-3.09, -4.58, 1.60)  0.09
H (-1.98, -4.95, 3.90)  0.14
H (-1.08, -2.55, 2.43)  0.14
H (-0.72, -4.31, 2.14)  0.13
H (1.74, -3.74, 2.32)  0.10
H (2.22, -3.11, 3.89)  0.10
H (1.18, -2.04, 2.79)  0.08
H (-3.59, -3.14, 4.88)  0.05
H (-2.07, -2.93, 5.44)  0.07

Computed properties:
Orbital gap   9.189 eV
SMILES   COC[C@H](C)N.COC[C@H](C)N.CC(N)=O.CC(N)=O.CC(N)=O.CC(N)=O.CC(N)=O